{
  "formula": "C26H24GeIrSe3Te",
  "method": "ωB97M-V with the def2-TZVPD basis set",
  "multiplicity": 2,
  "gap_ha": [0.243, 0.221],
  "total_charge": 0,
  "e_homo_ev": [-7.22, -7.49],
  "symbols": ["Ir", "C", "C", "C", "C", "C", "C", "C", "H", "H", "H", "H", "H", "H", "H", "H", "Se", "Se", "Te", "Se", "C", "Ge", "C", "C", "C", "C", "C", "C", "C", "C", "C", "C", "C", "C", "C", "C", "C", "C", "C", "C", "H", "H", "H", "H", "H", "H", "H", "H", "H", "H", "H", "H", "H", "H", "H", "H"],
  "coordinates": [[-1.400909, 1.345960, 1.263960], [-0.132777, 5.290262, 2.515318], [0.153953, 3.830552, 2.679135], [-0.745752, 3.014021, 3.361146], [-0.549088, 1.624907, 3.450548], [0.550611, 1.049856, 2.777963], [1.456781, 1.874233, 2.100964], [1.276993, 3.248802, 2.083997], [-0.660399, 5.695620, 3.377774], [-0.774396, 5.425116, 1.638413], [0.781089, 5.861102, 2.356305], [-1.614843, 3.455478, 3.831966], [-1.175995, 1.027355, 4.098320], [0.737982, -0.013445, 2.853078], [2.308820, 1.428192, 1.606531], [1.986554, 3.876622, 1.559511], [-1.296159, 3.043382, -0.472821], [-4.776829, 5.002279, -0.626887], [-3.829408, 2.833919, -0.787992], [-3.764682, 1.784744, 1.536940], [-1.679067, -0.275897, 0.490730], [-0.323980, -1.209263, -0.579313], [-0.267032, -3.054896, 0.045786], [-0.381233, -3.328292, 1.408750], [-0.310195, -4.630851, 1.882108], [-0.125841, -5.679946, 0.991976], [-0.018117, -5.422884, -0.367243], [-0.088809, -4.117947, -0.836637], [-0.871233, -1.068505, -2.440170], [-2.169839, -0.703244, -2.788642], [-2.540887, -0.589921, -4.121746], [-1.614377, -0.843252, -5.122352], [-0.316550, -1.206319, -4.789189], [0.052954, -1.313352, -3.455891], [1.461702, -0.432988, -0.431775], [2.458885, -1.048890, 0.322341], [3.738394, -0.508662, 0.384402], [4.035595, 0.652690, -0.316096], [3.051803, 1.272547, -1.076763], [1.774919, 0.732048, -1.133653], [-2.694181, -0.684119, 0.426191], [-0.540605, -2.515815, 2.111616], [-0.403571, -4.828285, 2.942530], [-0.072320, -6.697441, 1.357349], [0.117580, -6.240192, -1.064153], [-0.012105, -3.929706, -1.902005], [-2.902714, -0.496084, -2.016488], [-3.552043, -0.299639, -4.377593], [-1.901614, -0.752932, -6.162107], [0.410179, -1.398838, -5.568318], [1.075383, -1.579030, -3.207791], [2.242805, -1.967797, 0.856996], [4.504625, -0.999549, 0.971280], [5.033591, 1.070468, -0.274757], [3.280588, 2.174811, -1.630234], [1.015763, 1.223036, -1.733318]],
  "forces_ev_per_angstrom": [[-0.1, 0.1, 0.1], [0.0, 0.0, 0.0], [0.0, 0.0, 0.0], [0.0, 0.0, 0.0], [0.0, 0.0, 0.0], [0.0, 0.0, 0.0], [0.0, 0.0, 0.0], [0.0, 0.0, 0.0], [0.0, 0.0, 0.0], [0.0, 0.0, 0.0], [0.0, 0.0, 0.0], [0.0, 0.0, 0.0], [0.0, 0.0, 0.0], [0.0, 0.0, 0.0], [0.0, 0.0, 0.0], [0.0, 0.0, 0.0], [0.0, 0.0, 0.0], [0.0, -0.1, 0.0], [0.0, 0.0, 0.0], [0.0, 0.0, -0.1], [0.0, 0.0, 0.0], [0.1, 0.0, 0.1], [0.0, 0.0, 0.0], [0.0, 0.0, 0.0], [0.0, 0.0, 0.0], [0.0, 0.0, 0.0], [0.0, 0.0, 0.0], [0.0, 0.0, 0.0], [0.0, 0.0, 0.0], [0.0, 0.0, 0.0], [0.0, 0.0, 0.0], [0.0, 0.0, 0.0], [0.0, 0.0, 0.0], [0.0, 0.0, 0.0], [0.0, 0.0, 0.0], [0.0, 0.0, 0.0], [0.0, 0.0, 0.0], [0.0, 0.0, 0.0], [0.0, 0.0, 0.0], [0.0, 0.0, 0.0], [0.0, 0.0, 0.0], [0.0, 0.0, 0.0], [0.0, 0.0, 0.0], [0.0, 0.0, 0.0], [0.0, 0.0, 0.0], [0.0, 0.0, 0.0], [0.0, 0.0, 0.0], [0.0, 0.0, 0.0], [0.0, 0.0, 0.0], [0.0, 0.0, 0.0], [0.0, 0.0, 0.0], [0.0, 0.0, 0.0], [0.0, 0.0, 0.0], [0.0, 0.0, 0.0], [0.0, 0.0, 0.0], [0.0, 0.0, 0.0]],
  "lowdin_spin": [0.41, 0.00, 0.01, 0.04, 0.00, 0.04, 0.00, 0.09, 0.00, 0.00, 0.00, 0.00, 0.00, 0.00, 0.00, 0.01, 0.15, 0.00, 0.00, 0.14, 0.09, 0.01, 0.00, 0.00, 0.00, 0.00, 0.00, 0.00, 0.00, 0.00, 0.00, 0.00, 0.00, 0.00, 0.00, 0.00, 0.00, 0.00, 0.00, 0.00, 0.01, 0.00, 0.00, 0.00, 0.00, 0.00, 0.00, 0.00, 0.00, 0.00, 0.00, 0.00, 0.00, 0.00, 0.00, 0.00]
}

{
  "formula": "C4H10NO2",
  "method": "ωB97M-V with the def2-TZVPD basis set",
  "multiplicity": 2,
  "gap_ha": [0.381, 0.286],
  "total_charge": 0,
  "e_homo_ev": [-9.54, -9.59],
  "symbols": ["O", "C", "C", "C", "C", "O", "N", "H", "H", "H", "H", "H", "H", "H", "H", "H", "H"],
  "coordinates": [[0.867548, 0.059419, -0.549985], [-0.007781, 0.143750, -1.409919], [-1.379980, 0.398112, -1.146023], [-1.963879, 0.550473, 0.218486], [-2.653513, -0.746770, 0.660407], [-1.022920, 0.934228, 1.215497], [4.824346, 0.020756, 0.432730], [0.254643, 0.016413, -2.472496], [-2.042557, 0.536807, -1.994116], [-2.707088, 1.354479, 0.165521], [-3.110563, -0.596709, 1.635990], [-1.902631, -1.534440, 0.713561], [-3.414370, -1.050327, -0.045453], [-0.142257, 0.680964, 0.901169], [4.258068, -0.526055, -0.196284], [5.761350, -0.335186, 0.535911], [4.381576, 0.094083, 1.335003]],
  "forces_ev_per_angstrom": [[0.2, -0.1, 0.2], [-0.1, 0.0, -0.5], [-0.1, 0.3, 0.3], [0.3, 0.1, 0.4], [0.2, 0.1, -0.2], [-0.2, 0.1, -0.3], [0.0, 0.6, 0.0], [0.1, 0.0, 0.0], [0.0, -0.2, 0.0], [-0.1, -0.1, 0.0], [0.1, 0.0, 0.0], [0.0, 0.0, 0.1], [-0.3, -0.1, -0.2], [0.1, -0.1, 0.0], [0.1, -0.2, 0.1], [-0.1, -0.2, -0.1], [-0.1, -0.1, 0.0]],
  "lowdin_spin": [0.27, 0.10, 0.49, 0.06, 0.04, 0.01, 0.00, 0.00, 0.02, 0.01, 0.00, 0.00, 0.00, 0.00, 0.00, 0.00, 0.00]
}

{
  "formula": "C8H11N4S",
  "method": "ωB97M-V with the def2-TZVPD basis set",
  "gap_ha": 0.271,
  "total_charge": 1,
  "e_homo_ev": -12.96,
  "symbols": ["C", "C", "C", "C", "C", "C", "C", "C", "N", "N", "N", "N", "S", "H", "H", "H", "H", "H", "H", "H", "H", "H", "H", "H"],
  "coordinates": [[0.650361, -0.689668, -2.850961], [-0.199812, 1.773377, 1.206573], [-0.373291, 2.212108, -0.164697], [0.979510, 0.947680, 1.471242], [-0.051579, -1.637806, -0.720414], [1.088471, -0.850010, -1.464972], [1.352642, 0.601395, -0.881642], [-1.525865, -1.167807, 2.200565], [0.267657, -0.590356, -3.922795], [1.630956, 0.398277, 0.532009], [0.259697, 1.513527, -1.126763], [-1.207808, -0.800182, -0.543624], [-1.756976, -0.094865, 0.731416], [-0.772907, 2.357494, 1.950149], [-1.141721, 3.065221, -0.284679], [1.232918, 0.742743, 2.574110], [-0.175547, -2.469506, -1.286366], [0.337395, -2.015907, 0.203196], [1.974186, -1.536925, -1.536462], [2.238439, 0.920838, -1.469782], [-0.394440, -1.440198, 2.189392], [-2.274634, -2.004248, 2.074845], [-1.942388, -0.661707, 3.156904], [-0.195266, 1.426525, -2.037244]],
  "forces_ev_per_angstrom": [[0.1, -0.1, 0.3], [-0.8, 1.0, -1.5], [0.0, -0.7, 1.7], [-0.5, -0.1, 1.1], [1.4, 2.7, 2.0], [-0.7, -0.2, -0.3], [0.7, -1.9, 0.9], [0.5, 0.2, 0.9], [-0.2, 0.2, -0.6], [1.1, 0.1, -0.2], [-2.1, 1.2, 0.3], [-0.3, 1.1, 0.5], [-0.5, -1.2, -0.9], [0.8, -0.5, -0.2], [1.3, -1.8, -0.8], [-0.1, 0.2, -1.8], [-1.3, -2.4, -2.0], [0.4, 0.0, 0.8], [-0.4, 1.0, 0.6], [-0.2, 0.2, 0.8], [-2.2, 0.1, 0.6], [1.2, 0.5, -0.3], [1.3, -0.4, -1.6], [0.4, 0.6, -0.1]],
  "mulliken_charge": [-0.09, -0.48, -0.12, -0.18, -0.78, 0.18, -0.15, -0.84, -0.38, -0.47, -0.02, -0.24, 0.38, 0.49, 0.30, 0.38, 0.60, 0.29, 0.44, 0.36, 0.28, 0.38, 0.38, 0.28]
}

{
  "formula": "C24H71N13O9",
  "method": "ωB97M-V with the def2-TZVPD basis set",
  "multiplicity": 2,
  "gap_ha": [0.069, 0.312],
  "total_charge": -1,
  "e_homo_ev": [0.36, -6.38],
  "symbols": ["C", "C", "C", "O", "C", "N", "H", "H", "H", "H", "H", "H", "H", "H", "H", "H", "H", "C", "C", "C", "O", "C", "N", "H", "H", "H", "H", "H", "H", "H", "H", "H", "H", "H", "C", "C", "C", "O", "C", "N", "H", "H", "H", "H", "H", "H", "H", "H", "H", "H", "H", "C", "C", "C", "O", "C", "N", "H", "H", "H", "H", "H", "H", "H", "H", "H", "H", "H", "C", "C", "C", "O", "C", "N", "H", "H", "H", "H", "H", "H", "H", "H", "H", "H", "H", "C", "O", "N", "N", "H", "H", "H", "H", "C", "O", "N", "N", "H", "H", "H", "H", "C", "O", "N", "N", "H", "H", "H", "H", "C", "O", "N", "N", "H", "H", "H", "H"],
  "coordinates": [[9.717570, -6.408040, 30.686460], [8.331650, -5.818190, 30.795820], [7.507580, -5.827430, 29.434650], [7.956460, -4.824280, 28.574220], [7.584840, -3.497820, 28.953830], [7.669170, -6.440390, 31.887930], [10.317570, -6.304590, 31.590570], [10.266250, -5.944170, 29.866780], [9.478810, -7.451820, 30.482470], [8.425850, -4.800090, 31.173600], [6.445130, -5.717460, 29.651910], [7.322990, -6.788860, 28.955400], [8.082610, -2.964640, 28.143870], [7.952580, -3.236490, 29.946090], [6.513060, -3.332440, 28.844120], [7.143340, -7.251980, 31.596520], [6.892890, -5.808810, 32.024280], [11.807270, -2.520910, 29.012960], [13.091070, -1.977400, 28.480410], [13.119180, -0.549570, 28.019600], [12.400040, -0.470740, 26.869310], [12.947620, -0.745240, 25.615640], [13.944320, -1.998850, 29.642510], [11.133530, -2.800760, 28.203100], [11.210910, -1.772550, 29.534880], [11.868030, -3.482960, 29.521750], [13.543160, -2.627740, 27.731570], [14.122270, -0.160780, 27.844260], [12.701080, 0.115120, 28.775560], [12.310530, -0.268690, 24.870570], [13.188430, -1.802530, 25.504970], [13.921240, -0.266450, 25.511140], [13.571930, -1.292570, 30.261040], [13.896860, -2.926620, 30.038850], [7.518470, -3.148250, 22.128250], [6.931770, -3.758890, 23.310560], [6.519020, -5.279280, 23.137180], [6.136730, -5.634480, 24.517920], [6.195150, -6.955610, 24.778100], [7.842030, -3.504140, 24.514980], [7.537080, -2.086640, 22.374710], [7.129030, -3.332580, 21.127020], [8.585520, -3.360440, 22.195170], [5.977630, -3.233710, 23.354250], [7.380490, -5.893610, 22.875360], [5.812540, -5.563770, 22.357400], [6.077980, -7.088670, 25.853590], [7.085290, -7.531250, 24.524370], [5.341040, -7.418810, 24.284090], [7.327130, -4.034220, 25.203460], [8.781980, -3.867860, 24.580560], [5.288950, 2.949390, 26.685550], [6.708650, 3.039080, 25.891140], [6.830280, 4.130940, 24.834160], [6.382950, 5.345220, 25.202840], [5.887680, 6.240810, 24.156730], [7.625390, 3.547000, 26.967090], [4.417580, 2.870790, 26.035440], [5.048560, 3.660520, 27.475870], [5.213140, 2.019420, 27.249020], [7.138670, 2.092820, 25.562840], [6.115750, 3.733220, 24.113500], [7.768850, 4.101900, 24.280670], [6.689930, 6.433570, 23.444460], [5.441060, 7.132980, 24.595670], [5.076860, 5.787120, 23.586780], [7.332730, 4.502860, 27.111220], [8.623530, 3.559320, 26.813280], [11.795200, -5.593590, 25.198890], [10.360340, -5.648880, 25.715950], [10.273260, -6.837690, 26.740260], [10.518780, -8.157710, 26.185480], [11.822120, -8.746000, 26.334870], [10.101990, -4.311550, 26.271580], [11.993020, -4.836540, 24.440050], [12.063150, -6.543880, 24.737100], [12.553950, -5.565380, 25.980940], [9.633400, -5.853820, 24.930040], [9.231290, -6.791200, 27.056840], [10.861340, -6.635130, 27.635380], [12.128630, -9.212660, 25.398720], [11.814890, -9.579300, 27.037470], [12.547690, -7.941230, 26.453180], [9.228530, -4.284990, 26.778010], [10.821130, -4.082120, 26.942630], [6.458410, 1.155670, 21.254740], [5.256010, 0.968940, 20.977650], [6.767930, 1.251680, 22.510610], [7.450800, 1.444740, 20.402200], [6.009880, 1.398040, 23.161800], [7.741890, 1.347540, 22.760220], [8.160450, 2.080480, 20.737360], [7.215290, 1.280890, 19.433800], [9.448300, -0.307760, 24.742150], [9.870120, 0.797140, 24.513390], [9.944960, -1.162780, 25.557020], [8.354170, -0.755500, 24.226070], [9.211490, -1.814370, 25.796930], [10.734240, -0.994480, 26.164320], [8.177820, -1.748260, 24.284670], [7.599260, -0.133090, 23.975460], [11.421830, -1.377130, 21.587680], [11.921620, -1.652340, 20.516670], [10.341860, -0.708960, 21.683580], [11.641630, -1.959100, 22.700830], [9.968620, -0.494520, 20.769900], [9.777440, -0.685190, 22.520820], [12.510330, -2.458550, 22.574260], [11.108950, -1.773590, 23.538640], [11.375700, 3.117070, 26.958410], [11.945960, 3.979790, 27.553000], [11.437040, 2.790540, 25.743810], [10.591680, 2.264280, 27.620910], [11.107860, 1.850090, 25.578590], [12.179060, 3.187470, 25.185280], [10.421250, 2.386150, 28.608940], [10.150880, 1.494680, 27.137660]],
  "forces_ev_per_angstrom": [[-0.3, -0.1, -0.7], [0.5, 0.5, -1.1], [-0.3, 0.4, 1.7], [-0.1, -0.7, -0.2], [0.4, -0.6, -1.0], [-1.8, -0.4, 0.8], [-0.3, 0.0, 0.1], [0.0, -0.2, -0.2], [0.8, -0.3, -0.1], [0.0, 0.4, -0.7], [-0.4, 1.0, 0.7], [1.5, -0.5, -0.4], [0.0, 0.9, 0.4], [0.0, 0.2, -0.1], [-0.2, -0.1, 0.2], [0.3, -0.8, -0.2], [-0.4, 0.2, 0.9], [-2.4, -0.2, -2.1], [1.2, -0.5, 1.6], [0.6, -0.4, 0.1], [-2.6, 1.2, -1.5], [1.5, 0.5, 0.3], [1.9, 0.1, 0.1], [-0.3, 0.3, -0.4], [0.3, -0.1, 0.6], [0.5, 0.3, 0.5], [-0.1, 0.0, -0.2], [0.5, -0.4, 0.1], [-0.4, 0.0, 0.0], [-0.1, -0.6, -0.1], [-0.6, -0.3, -0.4], [0.3, 0.4, 0.1], [0.1, -0.3, 0.7], [0.0, 0.3, 0.6], [2.4, 1.2, -0.6], [-0.6, -2.0, 0.1], [1.4, 0.7, 2.3], [0.7, 2.2, -2.2], [-1.1, -2.1, 0.9], [-2.8, -0.4, -0.9], [-0.3, 0.2, -0.8], [-0.2, -0.1, 0.3], [0.3, -0.4, -0.8], [-0.1, 0.0, 1.4], [0.5, 0.0, 0.1], [-0.8, 0.6, 0.3], [-0.2, 0.0, 0.1], [0.5, 0.4, -0.4], [-0.1, -0.7, 0.0], [0.0, 0.3, 0.9], [0.3, -0.4, -1.0], [0.5, -1.2, -1.2], [0.9, 2.6, 3.5], [-2.1, -3.3, -2.8], [-1.0, 3.3, 0.8], [0.4, -1.5, 0.5], [-0.6, -0.5, 1.0], [0.0, 0.3, -0.4], [0.7, 0.7, -0.5], [0.6, -0.3, -0.1], [-0.6, -0.1, -0.3], [-0.4, 0.1, -1.1], [0.6, 0.2, 0.5], [0.1, 0.4, 0.1], [0.6, 0.0, 0.3], [-0.1, -0.5, 0.0], [0.2, 0.2, 0.3], [0.0, -0.3, -0.6], [0.3, -1.1, -0.9], [1.7, -0.2, 0.7], [-0.7, 0.2, -0.6], [0.0, 0.5, 0.2], [-0.6, 0.8, -0.9], [-0.3, -0.7, -0.1], [-0.2, 0.2, 0.2], [-0.3, -0.2, -0.4], [-0.2, 0.7, 0.4], [0.1, 0.0, -0.2], [-0.1, -0.5, 0.2], [0.4, -0.1, -0.1], [-0.4, 0.0, -0.4], [0.1, 0.5, 0.6], [0.2, -0.3, 0.8], [-0.3, -0.1, 0.3], [0.1, 0.0, 0.0], [-4.2, 0.5, -1.3], [1.4, -0.4, -1.0], [1.6, 0.2, 3.3], [0.6, -0.6, -1.1], [0.3, -0.1, 0.0], [-0.2, 0.3, 0.5], [0.0, -0.2, -0.7], [0.4, 0.5, 0.1], [-0.2, 2.0, 0.3], [1.5, 3.1, -0.6], [1.7, -3.2, 2.5], [-3.7, -0.6, -2.8], [0.8, -0.6, 0.9], [-0.1, 0.1, 0.2], [-0.8, -0.3, 0.4], [0.3, -0.3, -0.1], [-1.0, -1.2, -2.5], [2.0, 0.1, -1.3], [-4.6, 4.3, -1.6], [3.7, -2.9, 3.5], [-0.5, 0.4, 0.5], [-0.2, 0.2, -0.5], [-0.1, -0.5, 1.5], [0.7, -0.4, 0.2], [-0.5, -0.4, 4.5], [1.7, 3.1, 1.0], [1.2, -0.8, -6.1], [-1.9, -1.7, 1.9], [0.0, 0.2, -1.2], [-0.3, -0.2, 0.0], [0.0, 0.0, -0.4], [-0.2, 0.1, 0.4]],
  "lowdin_spin": [0.02, 0.02, 0.02, 0.02, 0.14, 0.01, 0.01, 0.00, 0.00, 0.01, 0.01, 0.01, 0.04, 0.03, 0.05, 0.00, 0.01, 0.04, 0.01, 0.01, 0.00, 0.00, 0.00, 0.00, 0.03, 0.01, 0.00, 0.00, 0.00, 0.00, 0.00, 0.00, 0.00, 0.00, 0.00, 0.02, 0.01, 0.02, 0.02, 0.01, 0.00, 0.00, 0.00, 0.01, 0.00, 0.00, 0.01, 0.00, 0.00, 0.01, 0.00, 0.03, 0.01, 0.00, 0.00, 0.00, 0.00, 0.00, 0.00, 0.03, 0.01, 0.00, 0.00, 0.00, 0.00, 0.00, 0.00, 0.00, 0.01, 0.00, 0.00, 0.00, 0.01, 0.01, 0.00, 0.00, 0.00, 0.00, 0.00, 0.00, 0.00, 0.00, 0.00, 0.00, 0.00, 0.01, 0.00, 0.00, 0.00, 0.01, 0.00, 0.00, 0.00, 0.02, 0.01, 0.02, 0.01, 0.02, 0.00, 0.01, 0.01, 0.00, 0.00, 0.00, 0.00, 0.00, 0.00, 0.00, 0.00, 0.01, 0.00, 0.00, 0.01, 0.00, 0.00, 0.01, 0.02]
}

Calculated relative energy (zero: lowest compared OMol25 entry of this formula, charge and spin) (kcal per mole), listed in the same order as above: 26.79; 7.26; 83.35; 57.12